# 1
The following is a quantum chemistry calculation of a molecular structure, C19H25ClGdLaNO2, from OMol25.

Values from the calculation:
gap between HOMO and LUMO (alpha / beta) = 4.15 / 4.25 eV
E_HOMO (alpha / beta) = -2.1 / -2.2 eV
lowest unoccupied orbital energy (alpha / beta) = 2.07 / 2.07 eV

ORCA input file:
```
! RIJCOSX wB97M-V def2-TZVPD def2/J DEFGRID3
* xyz -1 8
La 0.30733 -0.39534 0.50005
Cl 0.48936 1.75913 -1.24553
C -1.47871 -1.29052 -0.53934
H -1.83674 -2.18645 -0.01346
H -1.19300 -1.58982 -1.55583
H -2.28731 -0.55219 -0.62108
Gd 0.60392 0.58388 -3.50835
C -1.23623 1.14259 -4.79524
C 2.36708 1.67448 -4.54496
C 0.79725 -1.47292 -2.73183
H 3.28426 1.49552 -3.96386
H 2.54162 1.40708 -5.59650
H 2.10886 2.74834 -4.50068
H -2.14265 0.61782 -4.44841
H -1.37661 2.23328 -4.65417
H -1.10823 0.96058 -5.87746
H -0.00658 -2.24169 -2.82349
H 1.74503 -2.01715 -2.56330
C 3.33042 0.99091 3.65765
C 2.42336 -0.20962 3.72961
C 2.59867 -1.25144 2.81558
C 1.83501 -2.41160 2.88114
C 0.72343 -2.44757 3.72376
C 0.45094 -1.33594 4.53954
N -0.80379 -1.28546 5.16489
C -1.68503 -0.20598 5.20013
C -2.41748 0.03231 6.38273
C -3.09916 1.22942 6.58075
C -3.10113 2.17401 5.54199
C -2.48918 1.88791 4.31956
C -1.75911 0.72171 4.13977
C -1.14948 0.43014 2.80076
O -0.50414 1.32940 2.13208
O -1.21456 -0.76528 2.31286
C 1.36823 -0.26177 4.64947
C 1.14632 0.83677 5.64710
H 2.79113 1.89636 3.33584
H 3.82002 1.19696 4.62058
H 4.11911 0.80428 2.91918
H 3.39573 -1.13130 2.07733
H 2.09565 -3.26578 2.25550
H 0.00977 -3.28658 3.73277
H -1.13023 -2.09972 5.67428
H -2.35139 -0.71359 7.18103
H -3.62429 1.39462 7.52270
H -3.59358 3.12362 5.69720
H -2.53653 2.59070 3.49179
H 0.69089 1.72874 5.18756
H 0.49421 0.51548 6.47106
H 2.09214 1.16237 6.10386
*
```

---

# 2
The following is a quantum chemistry calculation of a molecular structure, C19H25ClHfN2, from OMol25.

Values from the calculation:
gap between HOMO and LUMO = 7.48 eV
E_HOMO = -15.7 eV
energy above the lowest of the compared OMol25 structures with the same formula, charge and spin = 20.7 kcal per mole
lowest unoccupied orbital energy = -8.20 eV

ORCA input file:
```
! RIJCOSX wB97M-V def2-TZVPD def2/J DEFGRID3
* xyz 2 1
C -0.74726 -5.02144 -0.22737
C -1.96924 -5.52700 -1.00331
C 0.51749 -5.52546 -0.94973
C -0.78591 -5.66185 1.16625
Cl -0.72337 -3.34909 -0.14952
H 0.44280 -6.62208 -1.00495
H 1.42667 -5.27716 -0.37207
H 0.55774 -5.13303 -1.98240
H -1.85189 -6.61675 -0.96805
H -1.96018 -5.19443 -2.05054
H -2.90820 -5.24729 -0.50331
H -0.82819 -6.73676 0.94744
H -1.69328 -5.37241 1.71783
H 0.12499 -5.45461 1.74674
C -0.32296 1.82818 -1.74615
C 0.97986 1.22869 -1.82864
C 0.81326 -0.18129 -2.06889
H 1.91382 1.77296 -1.86784
C -0.56881 -0.45091 -2.21933
C -1.27542 0.77858 -2.03319
H -2.33156 0.92159 -2.26026
H -0.54212 2.88795 -1.64284
H 1.58493 -0.92500 -2.21621
H -0.99405 -1.40970 -2.49228
C 0.70863 0.91063 2.28214
C 1.63894 1.35518 1.25153
C 2.12032 0.14167 0.58394
H 2.07086 2.35481 1.17461
C 1.48591 -1.00855 1.19036
C 0.66959 -0.52956 2.26735
H 0.17962 -1.18502 2.98505
H 0.25971 1.54022 3.04986
H 2.93551 0.06978 -0.12412
H 1.68231 -2.06168 0.95897
Hf -0.09846 0.48484 0.10706
N -1.62232 3.22276 0.95199
C -2.53384 2.23299 1.21604
C -3.85822 2.43435 1.62712
C -4.71012 1.31711 1.72716
C -4.24285 0.02567 1.43435
C -2.93218 -0.12950 1.03597
N -2.09265 0.96769 0.94439
H -0.63631 2.99226 1.06629
H -1.84250 4.16998 1.23515
H -4.17104 3.46454 1.83688
H -5.74170 1.44168 2.03231
H -4.88510 -0.85080 1.50049
H -2.46451 -1.08789 0.74690
*
```

---

# 3
The following is a quantum chemistry calculation of a molecular structure, C19H25ClN5O4PtSSi, from OMol25.

Values from the calculation:
gap between HOMO and LUMO (alpha / beta) = 6.98 / 6.85 eV
E_HOMO (alpha / beta) = -4.5 / -4.5 eV
lowest unoccupied orbital energy (alpha / beta) = 2.51 / 2.30 eV

ORCA input file:
```
! RIJCOSX wB97M-V def2-TZVPD def2/J DEFGRID3
* xyz -1 3
Pt 0.08557 1.32252 -0.93035
O 2.83390 4.07693 -0.32631
Cl 3.22239 2.85703 -1.00518
O 4.48552 3.02606 -1.66607
O 3.29771 1.77513 -0.03969
O 2.18929 2.52389 -2.00771
C -3.21257 -1.07004 -0.56370
C -3.43906 0.39090 -0.81946
C -4.70598 0.93868 -0.95330
C -4.77176 2.30118 -1.20619
N -3.71553 3.08606 -1.33249
C -2.52083 2.48315 -1.20346
S -1.04433 3.37703 -1.37816
N -2.36488 1.16903 -0.93227
H -4.15452 -1.59269 -0.40003
H -2.55904 -1.22408 0.29335
H -2.69840 -1.51902 -1.41043
H -5.59586 0.33276 -0.86333
H -5.73887 2.78530 -1.30989
C -0.70869 -0.59389 -3.59839
Si 0.57979 -1.36467 -2.47932
C 2.24719 -0.93733 -3.19344
C 0.39281 -3.23173 -2.54340
N 0.42518 -0.75512 -0.87851
C 0.84556 -1.40127 0.27373
C 0.19287 -2.54926 0.75188
C 0.56505 -3.14754 1.94858
C 1.60743 -2.63210 2.70808
C 2.27613 -1.50503 2.23655
C 1.90476 -0.89989 1.04947
H -0.56459 -0.95725 -4.62033
H -0.63722 0.49659 -3.63352
H -1.72169 -0.84225 -3.28571
H 2.35337 -1.33016 -4.20941
H 3.05192 -1.34930 -2.57999
H 2.38757 0.14604 -3.22476
H 0.80895 -3.61540 -3.47827
H -0.65546 -3.53786 -2.49134
H 0.92143 -3.71407 -1.71930
H -0.63453 -2.95140 0.17895
H 0.02555 -4.02446 2.28957
H 1.89893 -3.10341 3.63852
H 3.10068 -1.08688 2.80412
H 2.42106 -0.01797 0.69312
N 1.13656 1.16892 5.18394
C 0.72170 1.33828 3.87654
C 1.30052 2.30518 3.05789
C 0.88426 2.41717 1.74959
N -0.06632 1.62785 1.22790
C -0.63731 0.71874 2.02284
C -0.30121 0.55454 3.34446
H 2.05719 1.51918 5.39286
H 0.96587 0.25849 5.57922
H 2.09850 2.94112 3.41640
H 1.32973 3.14020 1.07950
H -1.38591 0.09537 1.55777
H -0.78040 -0.21928 3.92887
*
```

---

# 4
The following is a quantum chemistry calculation of 2 unconnected molecules or ions with the total composition C19H25F3N2O7S2, from OMol25.

Values from the calculation:
gap between HOMO and LUMO = 7.46 eV
structure (SMILES) = O=C1OC(=O)C(COC(F)(F)F)=C1CCCSC(=S)n1ccnc1.COCCOCCOC
E_HOMO = -8.9 eV
lowest unoccupied orbital energy = -1.44 eV

ORCA input file:
```
! RIJCOSX wB97M-V def2-TZVPD def2/J DEFGRID3
* xyz 0 1
O -0.87009 -1.44249 -0.41071
C -0.10347 -1.83941 0.39021
O -0.37662 -2.39692 1.66975
C 0.44989 -3.53104 1.67280
O 0.16480 -4.65311 1.89500
C 1.83312 -2.89780 1.22349
C 3.26726 -3.32515 1.60250
O 3.39901 -3.11299 3.04226
C 4.71561 -3.06471 3.41985
F 4.76558 -3.34175 4.75916
F 5.51342 -3.98941 2.80642
F 5.24986 -1.82691 3.18864
C 1.46178 -1.86591 0.40165
C 2.30871 -0.83680 -0.41930
C 3.22475 -0.07161 0.63892
C 3.72590 1.33175 0.10697
S 4.16542 2.53298 1.44071
C 4.17116 1.70335 3.06075
S 5.55661 1.28304 3.84222
N 2.90507 1.42681 3.72306
C 2.32187 0.22163 4.08278
C 1.03464 0.52546 4.67561
N 0.94163 1.92313 4.66376
C 2.04215 2.46517 4.09954
H 4.07414 -2.83845 1.00730
H 3.33419 -4.44174 1.45926
H 2.88344 -1.29719 -1.25746
H 1.57568 -0.07442 -0.80905
H 4.06022 -0.73294 0.98786
H 2.53639 0.16155 1.50101
H 4.62308 1.23305 -0.55712
H 2.85876 1.78034 -0.45529
H 2.85713 -0.72995 3.89364
H 0.32011 -0.23744 5.03564
H 2.19536 3.55722 3.97947
C -3.49299 -1.70890 -3.16927
O -4.22426 -0.54268 -2.85052
C -3.97187 -0.07917 -1.52912
C -3.97977 1.44038 -1.47710
O -2.83056 2.05432 -2.05676
C -2.70973 1.99336 -3.47681
C -3.72366 2.84282 -4.22732
O -5.00767 2.23339 -4.20985
C -6.05987 3.17538 -4.16478
H -3.88241 -2.56889 -2.61511
H -3.60145 -1.89293 -4.23879
H -2.42681 -1.57557 -2.95484
H -3.00757 -0.44426 -1.15837
H -4.76913 -0.46972 -0.88562
H -3.96260 1.73522 -0.42391
H -4.89829 1.85516 -1.89491
H -2.70903 0.96035 -3.82476
H -1.71640 2.39608 -3.69507
H -3.41605 2.92564 -5.27798
H -3.75632 3.84398 -3.78624
H -5.92380 3.87363 -3.33154
H -6.99109 2.63230 -4.00230
H -6.12522 3.72279 -5.11036
*
```

---

# 5
The following is a quantum chemistry calculation of C19H25FN2O2 in the gas phase, from OMol25.

Values from the calculation:
gap between HOMO and LUMO = 9.65 eV
structure (SMILES) = O=C(c1cccc(F)c1)N1CCC[C@@H](C(=O)N2CCCCCC2)C1
E_HOMO = -8.9 eV
energy above the lowest of the compared OMol25 structures with the same formula, charge and spin = 4.9 kcal per mole
lowest unoccupied orbital energy = 0.73 eV

ORCA input file:
```
! RIJCOSX wB97M-V def2-TZVPD def2/J DEFGRID3
* xyz 0 1
O 2.27146 -1.03037 0.25622
C 2.18854 0.16030 0.50458
C 2.97723 1.17729 -0.26412
C 4.27748 1.49427 0.10538
C 5.01715 2.38752 -0.65120
C 4.46925 2.96813 -1.78161
C 3.17380 2.63523 -2.13524
F 2.63651 3.20101 -3.23693
C 2.41331 1.74746 -1.39828
N 1.42159 0.65152 1.50337
C 1.18546 2.07709 1.67152
C -0.01692 2.31318 2.57820
C -1.24573 1.59562 2.01846
C -0.94220 0.12986 1.65083
C -0.91647 -0.04257 0.12508
O -0.67234 0.91435 -0.59467
N -1.09225 -1.28043 -0.37537
C -1.49925 -2.44064 0.38320
C -3.02391 -2.49738 0.54729
C -3.75121 -2.89541 -0.73473
C -3.39175 -2.03021 -1.94339
C -1.98342 -2.30798 -2.47520
C -0.89988 -1.46235 -1.80410
C 0.47202 -0.23908 2.13053
H 4.70964 1.03486 0.98168
H 6.02793 2.63189 -0.36135
H 5.02800 3.66484 -2.38637
H 1.40152 1.51142 -1.69147
H 2.08318 2.54783 2.09037
H 0.98032 2.52888 0.69613
H -0.21124 3.38520 2.62880
H 0.20011 1.97174 3.59187
H -1.56310 2.11567 1.11233
H -2.05856 1.64402 2.74416
H -1.67443 -0.53231 2.11157
H -1.02191 -2.44219 1.36432
H -1.14764 -3.32771 -0.14610
H -3.26893 -3.21642 1.33195
H -3.37883 -1.51545 0.86852
H -3.52710 -3.93928 -0.96823
H -4.82638 -2.82509 -0.55425
H -4.11364 -2.24168 -2.73502
H -3.48474 -0.97374 -1.68551
H -1.94505 -2.08511 -3.54290
H -1.76359 -3.37186 -2.36485
H 0.08564 -1.91340 -1.97197
H -0.89370 -0.46020 -2.23830
H 0.54426 -0.16791 3.21931
H 0.74973 -1.25044 1.82552
*
```

---

# 6
The following is a quantum chemistry calculation of a molecular structure, C19H25MnN3O2P, from OMol25.

Values from the calculation:
gap between HOMO and LUMO (alpha / beta) = 7.05 / 6.71 eV
E_HOMO (alpha / beta) = -10.7 / -10.7 eV
energy above the lowest of the compared OMol25 structures with the same formula, charge and spin = 5.1 kcal per mole
lowest unoccupied orbital energy (alpha / beta) = -3.65 / -3.97 eV

ORCA input file:
```
! RIJCOSX wB97M-V def2-TZVPD def2/J DEFGRID3
* xyz 1 6
Mn 0.84762 0.40150 0.30077
O 3.04088 -1.69376 -2.99127
C 2.15022 -2.69744 -3.12114
C 2.52583 -3.76836 -3.92886
C 1.65894 -4.82025 -4.13182
C 0.39402 -4.83744 -3.53773
C 0.01770 -3.78686 -2.73994
C 0.88244 -2.69943 -2.51122
C 0.45389 -1.62467 -1.62254
O 1.31755 -0.69250 -1.29679
N -0.79920 -1.64920 -1.15830
N -0.93056 -0.63927 -0.27995
C -2.03564 -0.21183 0.16437
C -1.93005 0.97371 1.04366
C -2.99376 1.41762 1.80863
C -2.83571 2.53067 2.61682
C -1.61546 3.18772 2.63785
C -0.59890 2.69431 1.84687
N -0.74031 1.61420 1.06448
H 2.64091 -1.02365 -2.41020
H 3.50411 -3.74076 -4.39258
H 1.96698 -5.64518 -4.76390
H -0.27979 -5.66682 -3.70658
H -0.95558 -3.76818 -2.26931
H -2.99619 -0.64091 -0.11106
H -3.93582 0.88520 1.76138
H -3.65829 2.88360 3.22628
H -1.45569 4.07049 3.24161
H 0.36371 3.18887 1.81610
C 4.03129 -1.47881 1.10812
C 2.85237 -2.12336 1.84188
P 1.54297 -0.92349 2.25713
C 2.20154 0.10736 3.61772
C 2.59931 -0.59530 4.91475
C 0.15828 -1.89802 2.95153
C 0.53884 -3.18239 3.69178
H 4.70816 -2.24279 0.72837
H 4.60730 -0.82671 1.76729
H 3.69827 -0.89362 0.25053
H 3.18282 -2.61098 2.75918
H 2.38379 -2.88921 1.21962
H 1.43697 0.86468 3.81425
H 3.05584 0.64438 3.19562
H 1.73970 -1.05335 5.40401
H 3.02316 0.12949 5.61020
H 3.35288 -1.36686 4.74743
H -0.50167 -2.13741 2.11598
H -0.40102 -1.21657 3.59899
H 0.97169 -3.91655 3.01264
H -0.35665 -3.62764 4.12574
H 1.24901 -3.00992 4.49951
*
```

---

# 7
The following is a quantum chemistry calculation of C19H25N3O4S2 in the gas phase, from OMol25.

Values from the calculation:
gap between HOMO and LUMO = 8.30 eV
structure (SMILES) = Cc1ccc(S(=O)(=O)NCCS(=O)(=O)N2CCN(c3ccccc3)CC2)cc1
E_HOMO = -7.7 eV
energy above the lowest of the compared OMol25 structures with the same formula, charge and spin = 34.9 kcal per mole
lowest unoccupied orbital energy = 0.56 eV

ORCA input file:
```
! RIJCOSX wB97M-V def2-TZVPD def2/J DEFGRID3
* xyz 0 1
C 6.60516 1.01278 -2.79564
C 5.65988 0.31587 -1.86740
C 4.49248 -0.26567 -2.35497
C 3.60458 -0.89062 -1.49814
C 3.89099 -0.93633 -0.14808
S 2.69907 -1.67232 0.95692
O 2.08118 -2.80005 0.32870
O 3.27635 -1.82551 2.26021
N 1.50938 -0.50408 1.08814
C 1.89955 0.71289 1.76071
C 0.66670 1.50466 2.15655
S -0.33731 1.92760 0.68578
O 0.25562 1.33674 -0.49142
O -0.53096 3.34687 0.66318
N -1.80005 1.22342 1.08779
C -1.86933 -0.21262 0.86957
C -2.21697 -0.52706 -0.59261
N -3.43357 0.13987 -1.00633
C -4.67475 -0.45409 -0.79752
C -4.82973 -1.66864 -0.12219
C -6.07316 -2.26054 0.00242
C -7.20037 -1.66439 -0.53204
C -7.06143 -0.46620 -1.21283
C -5.82343 0.12670 -1.34926
C -3.28876 1.57338 -0.84911
C -2.98221 1.92166 0.61433
C 5.04005 -0.36642 0.36095
C 5.92444 0.25667 -0.50250
H 7.62268 0.97576 -2.41505
H 6.31962 2.06042 -2.89385
H 6.57894 0.56426 -3.78544
H 4.28045 -0.22700 -3.41308
H 2.70136 -1.35667 -1.85875
H 1.09772 -0.30020 0.18387
H 2.54299 1.34063 1.12668
H 2.46285 0.40297 2.64522
H 0.01388 0.93068 2.80572
H 0.92367 2.45190 2.62033
H -0.90712 -0.64918 1.13847
H -2.64349 -0.60298 1.53827
H -2.30177 -1.60107 -0.75267
H -1.40715 -0.14846 -1.22456
H -3.98203 -2.16722 0.32057
H -6.15784 -3.19769 0.53365
H -8.16961 -2.12679 -0.42622
H -7.92664 0.00924 -1.65185
H -5.74639 1.04321 -1.91375
H -4.19178 2.09143 -1.16478
H -2.45183 1.90691 -1.47209
H -2.78808 2.98744 0.72779
H -3.82156 1.62851 1.25361
H 5.22880 -0.43366 1.42072
H 6.82962 0.70075 -0.11523
*
```

---

# 8
The following is a quantum chemistry calculation of C19H25N3OS in the gas phase, from OMol25.

Values from the calculation:
gap between HOMO and LUMO = 8.96 eV
structure (SMILES) = O=C(NCCNC1CCN(Cc2ccccc2)CC1)c1cccs1
E_HOMO = -8.4 eV
energy above the lowest of the compared OMol25 structures with the same formula, charge and spin = 36.6 kcal per mole
lowest unoccupied orbital energy = 0.59 eV

ORCA input file:
```
! RIJCOSX wB97M-V def2-TZVPD def2/J DEFGRID3
* xyz 0 1
O 3.37248 1.08678 0.14756
C 3.88240 0.21486 0.82803
N 4.04064 -1.06361 0.41124
C 3.39465 -1.55947 -0.77620
C 2.21582 -2.48597 -0.42293
N 1.33613 -1.85188 0.54357
C 0.13110 -1.19229 0.06170
C -0.93215 -2.14321 -0.51070
C -2.17284 -1.35111 -0.91415
N -1.81542 -0.35191 -1.90004
C -2.96187 0.25892 -2.55827
C -3.88033 1.02930 -1.64008
C -4.95145 0.39879 -1.01798
C -5.75912 1.08667 -0.12983
C -5.50546 2.41828 0.15076
C -4.44489 3.05832 -0.46723
C -3.63946 2.36840 -1.35596
C -0.87102 0.60176 -1.34860
C 0.42298 -0.11982 -0.98347
C 4.43646 0.51367 2.15990
C 4.47945 1.75003 2.74184
C 5.06366 1.74128 4.02338
C 5.45779 0.49886 4.40714
S 5.12375 -0.68548 3.21181
H 4.36294 -1.75162 1.07455
H 3.05033 -0.68235 -1.32323
H 4.11824 -2.10912 -1.38763
H 1.70557 -2.76841 -1.35259
H 2.62445 -3.39894 0.02116
H 1.07440 -2.50777 1.26964
H -0.29612 -0.69896 0.94612
H -1.20520 -2.89915 0.23052
H -0.53821 -2.65020 -1.39311
H -2.90933 -2.02605 -1.35928
H -2.62287 -0.89864 -0.01112
H -3.51916 -0.54681 -3.04649
H -2.56984 0.92334 -3.33386
H -5.15990 -0.63904 -1.23790
H -6.58964 0.58255 0.34329
H -6.13511 2.95635 0.84422
H -4.24518 4.09931 -0.25780
H -2.81851 2.87706 -1.84100
H -0.66191 1.35645 -2.11026
H -1.27352 1.11226 -0.45580
H 1.15454 0.58967 -0.59724
H 0.81699 -0.58436 -1.88775
H 4.10001 2.62575 2.24792
H 5.18606 2.61843 4.63306
H 5.92767 0.19904 5.32308
*
```

---

no.,molar mass (u),energy (Eh)
1,631.0,-2201.6167
2,495.4,-1356.1872
3,678.1,-2580.8193
4,514.5,-2471.0002
5,332.4,-1098.9044
6,413.3,-2545.9510
7,423.6,-2000.5913
8,343.5,-1376.7089